No. 1
Entry from OMol25: 12 unconnected molecules or ions with the total composition C48H96O30 in a non-equilibrium geometry (wB97M-V/def2-TZVPD).

Computed properties:
Structure (SMILES): CCOC(=O)OC.CCOC(=O)OC.CCOC(=O)OC.CCOC(=O)OC.CCOC(=O)OC.CCOC(=O)OC.CCOC(=O)OC.CCOC(=O)OC.CCOC(=O)OC.C1CCOC1.C1CCOC1.C1CCOC1
E_tot (eV): -112756.64051
ΔE to the lowest compared entry with this formula, charge and spin (eV): 0.000
Highest occupied orbital energy (eV): -9.32
E_LUMO (eV): 0.683
Frontier orbital gap (eV): 10.00

```
174
C48H96O30 | OMol25 | wB97M-V/def2-TZVPD
O -6.7669 -2.2381 3.1085
O -1.5126 -3.6275 -4.7583
O 0.5095 0.2839 -0.9296
O -5.8960 -2.0506 1.0423
O -2.1992 -1.7118 6.8649
O -0.0494 4.2608 -3.6503
O -2.5058 2.4956 4.4538
O 3.0065 4.2244 6.6407
O 3.4571 -3.2831 -7.8896
O -0.3553 -0.9982 5.7639
O 2.9047 5.3292 4.6841
O -1.3657 1.2158 -0.1061
O -1.3825 -2.0884 -3.2003
O -0.0036 -0.1269 1.1055
O -1.5177 2.7084 -3.7483
O 2.1265 3.3334 4.7563
O -5.2466 -5.3523 2.4162
O -3.3005 -4.7817 1.4561
O -0.8731 -1.5339 -5.2842
O 4.7043 -0.8072 -1.1646
O 4.8386 0.6692 -5.7944
O -0.5767 3.3778 -5.6798
O -3.4817 1.7407 6.1985
O 2.3365 4.1744 0.3558
O -4.6617 -6.0046 0.3404
O -1.4059 2.5766 6.4345
O -5.4468 -0.5845 2.6861
O 1.2365 -3.1424 -8.2580
O 1.9142 -3.3304 -6.2268
O -0.4533 -1.1829 8.0033
C -0.5770 0.2452 2.3426
C -1.1502 -2.3711 -4.4757
C 4.9808 0.2827 -7.1714
C -1.6140 -3.9836 -6.1267
C 5.3048 0.2337 -1.9166
C 5.8374 -1.7818 -3.0796
C -4.3568 -0.0664 1.9549
C 3.6355 0.5752 -7.8306
C 1.1318 -0.5300 9.6293
C -1.2143 -3.0452 -2.1557
C 4.1311 3.5058 1.7628
C 3.3800 7.6789 4.3059
C 2.7199 4.2727 5.4700
C 1.5440 0.3748 -3.0600
C -2.3419 2.2791 5.7415
C 6.3330 -0.3791 -2.8274
C -1.5507 -3.3733 2.3148
C -5.9054 -6.6601 0.1095
C 3.8884 1.7379 -5.7504
C -3.6356 1.5366 7.5932
C 2.8633 -4.4592 -4.3239
C -5.0238 0.9724 7.8314
C 1.6882 2.1516 5.4091
C 2.9230 1.5718 -6.9231
C -2.5878 2.0726 -4.4175
C -2.5839 -3.4607 -1.6192
C -3.6534 1.5771 -3.4501
C -1.5378 3.2901 3.7848
C 1.3962 -2.9937 -9.6676
C 4.7826 -1.9986 -1.9682
C 2.3127 2.7589 0.4684
C 2.9140 -3.2092 -5.2204
C -0.6615 3.4461 -4.4831
C -2.9359 -3.9430 2.5476
C 3.7277 2.4223 0.7890
C -6.0481 -1.6692 2.1676
C -4.7374 1.0910 1.0267
C 2.3143 -3.3172 -7.5105
C -0.3843 0.5184 0.0055
C 3.2367 4.7004 1.3295
C -2.9750 -1.7941 5.6846
C 0.6577 -0.2612 8.2208
C -0.9306 -1.2880 6.7883
C -7.4265 -3.4686 2.8269
C -4.4953 -5.3446 1.4675
C 0.3545 0.8720 -2.2270
C 0.8687 5.2108 -4.1238
C 3.2185 6.5661 5.3110
H -5.9957 -7.3878 0.9179
H 2.4143 -3.2154 -9.9728
H 0.9799 2.4430 6.1802
H 0.2604 1.9514 -2.2641
H 2.4902 6.7317 6.1086
H -3.5949 0.4037 2.5754
H 0.3460 5.9831 -4.6966
H 1.1658 1.4761 4.7316
H -1.5567 4.3061 4.1812
H -2.9791 -4.5220 3.4695
H -3.6372 -3.1061 2.6117
H 5.3365 -1.8771 -4.0463
H 3.8995 3.1618 2.7774
H -3.9048 -0.8726 1.3742
H 5.8770 0.8453 -1.2144
H -1.3984 -3.0379 1.2891
H 1.9966 1.1268 -6.5537
H 3.0530 -0.3468 -7.8885
H -4.8218 2.0384 1.5609
H 3.8187 5.5552 0.9879
H 1.9666 0.1414 9.8457
H 0.6237 -3.5509 -10.1875
H -1.6626 0.1552 2.3188
H -3.4294 2.4132 8.2105
H -7.2363 -4.1575 3.6457
H 1.3956 -0.4538 7.4460
H 3.3189 1.8348 -4.8290
H -0.6755 -3.9068 -2.5490
H 3.5678 -4.4046 -3.4972
H -0.6528 -2.6319 -1.3179
H -5.1174 -0.0427 7.4582
H -8.4902 -3.2175 2.8346
H -0.5318 0.3858 -2.6375
H -0.1921 1.2108 2.6554
H -4.0614 1.2251 0.1846
H 2.3859 1.0414 -2.8648
H -1.2761 -2.6129 3.0400
H -4.0372 2.3955 -2.8310
H 5.2034 3.7015 1.8102
H 1.3659 0.3765 -4.1364
H 1.6458 4.7773 -4.7566
H 2.4901 7.8727 3.6999
H 2.6102 4.9958 2.1775
H 1.8086 -0.6515 -2.8076
H 1.3534 5.7288 -3.2998
H 5.0452 -2.8243 -1.3058
H 4.2947 2.6558 -0.1209
H 2.6669 -2.2838 -4.6976
H 3.9227 -3.0911 -5.6133
H -1.7520 3.2467 2.7201
H -5.2395 0.9803 8.9023
H 4.0683 7.3785 3.5111
H -3.0504 2.7669 -5.1223
H 3.8431 -2.2566 -2.4676
H 1.8467 -4.5006 -3.9294
H 3.0527 -5.3346 -4.9420
H -5.7588 1.6783 7.4400
H -5.8200 -7.2464 -0.8034
H -2.5554 -3.6708 -6.5724
H -7.1189 -3.9416 1.9033
H 1.2032 -1.9432 -9.8929
H 7.2110 -0.4823 -2.1735
H -6.7424 -5.9785 -0.0141
H 0.3434 -0.4474 10.3698
H 1.5728 2.4026 1.1996
H -0.5062 2.9511 3.8962
H 2.0287 2.2455 -0.4522
H -3.9924 -2.1017 5.8915
H -4.4657 1.1258 -4.0120
H 0.2374 0.7391 8.1097
H -1.4979 -5.0562 -6.2863
H -5.7392 0.9022 0.6300
H -3.2647 0.9308 -2.6593
H -3.2599 -3.7484 -2.4248
H 4.6340 0.9065 -2.4622
H 3.9175 1.3895 1.0752
H -2.4645 -2.4824 5.0054
H -0.8599 -4.2149 2.4308
H 5.2958 -0.7590 -7.1998
H -2.2617 1.2153 -5.0116
H 3.7162 8.5681 4.8307
H -2.5436 -4.3239 -0.9549
H 1.6088 -1.5110 9.6747
H -3.0253 -2.6334 -1.0615
H 2.6419 2.5272 -7.3611
H 6.7396 0.1748 -3.6692
H 4.1673 6.5074 5.8552
H -0.7869 -3.6242 -6.7419
H -0.3517 -0.5495 3.0550
H -2.9535 -0.8451 5.1423
H 5.7851 0.8587 -7.6437
H 6.5466 -2.6076 -3.0193
H 3.7258 0.9027 -8.8677
H 2.4940 1.5230 5.7895
H -2.9597 0.8082 8.0574
H 4.3874 2.6990 -5.9249
```

Here are the Mulliken charges for atoms 1 to 99, given in e:
1 O -0.341
2 O -0.388
3 O -0.374
4 O -0.590
5 O -0.402
6 O -0.245
7 O -0.253
8 O -0.603
9 O -0.617
10 O -0.573
11 O -0.185
12 O -0.681
13 O 0.073
14 O -0.701
15 O -0.166
16 O -0.027
17 O -0.614
18 O -0.209
19 O -0.561
20 O -0.455
21 O -0.315
22 O -0.591
23 O -0.254
24 O -0.493
25 O -0.355
26 O -0.607
27 O -0.324
28 O -0.307
29 O -0.067
30 O -0.391
31 C 1.370
32 C 0.465
33 C -0.522
34 C -0.598
35 C 0.021
36 C 0.015
37 C 1.753
38 C 0.075
39 C -1.474
40 C 0.117
41 C -0.555
42 C -1.200
43 C 0.503
44 C -0.717
45 C 0.824
46 C -0.702
47 C -0.338
48 C -0.711
49 C -0.168
50 C -0.010
51 C -1.279
52 C -1.302
53 C -0.682
54 C -0.310
55 C -0.159
56 C -1.181
57 C -1.130
58 C -0.344
59 C -0.853
60 C -0.045
61 C 1.354
62 C 0.356
63 C 0.782
64 C 0.191
65 C -0.166
66 C 0.831
67 C -1.260
68 C 0.663
69 C 0.982
70 C -0.152
71 C -0.298
72 C 0.181
73 C 0.796
74 C -0.633
75 C 0.857
76 C -0.652
77 C -0.663
78 C -0.267
79 H 0.325
80 H 0.362
81 H 0.338
82 H 0.668
83 H 0.349
84 H -0.786
85 H 0.306
86 H -0.026
87 H 0.391
88 H 0.390
89 H -0.205
90 H -0.352
91 H -0.090
92 H -0.185
93 H 0.361
94 H -0.080
95 H 0.043
96 H -0.405
97 H 0.308
98 H 0.319
99 H 0.422

No. 2
Entry from OMol25: a molecular structure, C6H12O in a non-equilibrium geometry (wB97M-V/def2-TZVPD).

Computed properties:
E_tot (eV): -8460.97449
ΔE to the lowest compared entry with this formula, charge and spin (eV): 3.379
Highest occupied orbital energy (eV): -9.19
E_LUMO (eV): 0.636
Frontier orbital gap (eV): 9.83

```
19
C6H12O | OMol25 | wB97M-V/def2-TZVPD
O -3.0260 0.5222 0.0797
C -0.3536 0.8370 -1.0715
C 1.2852 -0.5003 0.3119
C -1.1824 -0.9089 0.5270
C -0.1039 0.1386 0.2786
C -2.5387 -0.5891 0.2848
C 2.4434 0.4721 0.1456
H 3.4059 -0.0374 0.1709
H -0.1847 0.9028 1.0640
H 0.2595 1.7126 -1.2502
H -3.2282 -1.3707 0.6347
H 1.4265 -1.0084 1.2715
H -1.0546 -1.4259 1.4775
H 2.4812 1.1986 0.9615
H 2.3463 1.0370 -0.7776
H -1.3790 1.1757 -1.0834
H -1.7160 -1.0432 -0.6498
H 1.2845 -1.2471 -0.4854
H -0.1656 0.1343 -1.8898
```

What are the natural (NBO) partial charges on each atom? They are as follows, in elementary charge units:
1 O -0.605
2 C -0.644
3 C -0.385
4 C -0.345
5 C -0.245
6 C 0.215
7 C -0.607
8 H 0.214
9 H 0.215
10 H 0.219
11 H 0.141
12 H 0.196
13 H 0.263
14 H 0.203
15 H 0.206
16 H 0.254
17 H 0.313
18 H 0.196
19 H 0.196

No. 3
Entry from OMol25: a molecular structure, C4H6ORb in a non-equilibrium geometry (wB97M-V/def2-TZVPD).

Computed properties:
Charge: +1
E_tot (eV): -6936.85998
ΔE to the lowest compared entry with this formula, charge and spin (eV): 3.883
Highest occupied orbital energy (eV): -11.92
E_LUMO (eV): -4.135
Frontier orbital gap (eV): 7.79

```
12
C4H6ORb | OMol25 | wB97M-V/def2-TZVPD
Rb -4.2701 -3.0489 -1.7079
O -2.2057 -0.1896 -0.4136
C -1.0128 -0.4293 -0.4349
C 1.8918 1.0237 1.3149
C 0.0045 0.6338 -0.1617
C 1.2650 0.2425 0.3934
H -1.1442 -1.9414 -0.9931
H 1.3765 1.8637 1.7881
H 2.9303 0.8387 1.5972
H 1.8047 -0.5853 -0.0743
H -0.4358 1.5781 0.1770
H -0.2043 0.0140 -1.4852
```

What are the natural (NBO) partial charges on each atom? They are as follows, in elementary charge units:
1 Rb 0.998
2 O -0.659
3 C 0.306
4 C -0.323
5 C -0.290
6 C -0.267
7 H 0.015
8 H 0.202
9 H 0.223
10 H 0.230
11 H 0.281
12 H 0.283

No. 4
Entry from OMol25: a single C19H22N2O molecule (wB97M-V/def2-TZVPD).

Computed properties:
Structure (SMILES): CCCCCc1ccc(-c2ccc(/C=C/C(N)=O)cc2)nc1
E_tot (eV): -25088.59287
ΔE to the lowest compared entry with this formula, charge and spin (eV): 1.100
Highest occupied orbital energy (eV): -8.25
E_LUMO (eV): -0.136
Frontier orbital gap (eV): 8.11

```
44
C19H22N2O | OMol25 | wB97M-V/def2-TZVPD
O -5.7293 4.4271 1.8763
N -4.3753 6.1795 2.2676
N 0.2620 -1.9118 -0.8766
C 3.2980 -3.5386 -2.3793
C -2.4541 2.0588 0.4767
C 2.3313 -2.4846 -1.9345
C 5.1555 -4.3449 0.9561
C -1.1258 2.4770 0.3555
C 1.1244 -2.8024 -1.3179
C 2.6098 -1.1311 -2.0944
C -3.5130 2.9174 0.9648
C 4.6887 -4.8664 2.3094
C -0.4696 0.3185 -0.4955
C 1.7125 -0.1865 -1.6350
C -4.6127 4.9051 1.8548
C -1.7913 -0.1097 -0.3615
C 0.5375 -0.6148 -1.0121
C -2.7630 0.7441 0.1104
C 3.9951 -4.1992 -0.0252
C 4.4585 -3.6857 -1.3855
C -0.1532 1.6248 -0.1216
C -3.4130 4.1827 1.3892
H -2.0314 -1.1241 -0.6389
H 2.7824 -4.4964 -2.4743
H 3.5231 -0.8219 -2.5847
H 3.9585 -4.1891 2.7469
H 3.2563 -3.5103 0.3911
H 3.7036 -3.2684 -3.3575
H -2.4766 4.7202 1.4124
H 1.9094 0.8645 -1.7786
H -3.4588 6.5879 2.2641
H 3.5083 -5.1692 -0.1523
H 5.6394 -3.3743 1.0885
H 0.8357 -3.8366 -1.1730
H 0.8672 1.9735 -0.1829
H -4.5044 2.4797 0.9898
H -3.7829 0.3994 0.2028
H 4.2250 -5.8446 2.2017
H -5.1486 6.7290 2.6019
H -0.8505 3.4813 0.6396
H 4.9480 -2.7170 -1.2588
H 5.1937 -4.3785 -1.8015
H 5.8979 -5.0299 0.5392
H 5.5275 -4.9579 2.9955
```

What are the natural (NBO) partial charges on each atom? They are as follows, in elementary charge units:
1 O -0.620
2 N -0.816
3 N -0.420
4 C -0.419
5 C -0.103
6 C -0.050
7 C -0.386
8 C -0.169
9 C 0.050
10 C -0.176
11 C -0.094
12 C -0.600
13 C 0.025
14 C -0.226
15 C 0.633
16 C -0.204
17 C 0.144
18 C -0.163
19 C -0.400
20 C -0.378
21 C -0.220
22 C -0.320
23 H 0.237
24 H 0.210
25 H 0.213
26 H 0.202
27 H 0.202
28 H 0.215
29 H 0.192
30 H 0.216
31 H 0.389
32 H 0.193
33 H 0.193
34 H 0.189
35 H 0.210
36 H 0.230
37 H 0.213
38 H 0.200
39 H 0.404
40 H 0.205
41 H 0.196
42 H 0.203
43 H 0.192
44 H 0.208

Look up the frontier orbital gap of the fourth one. 8.11 eV